ORCA calculation (the ωB97M-V functional and the def2-TZVPD basis) on a structure of composition C38H100N8O11 at a distorted geometry.

Summary:
- HOMO level: -6.57 eV
- ΔE to the lowest compared entry with this formula, charge and spin: 4303.34 kJ/mol
- DFT total energy: -2771.62222 hartree
- Gap between HOMO and LUMO: 6.952 eV

Geometry (Å):
C 21.162 -14.847 17.352
O 22.187 -15.529 18.082
C 23.525 -15.093 17.690
C 23.812 -13.633 17.964
N 23.354 -13.238 19.280
C 24.004 -12.096 19.910
C 23.155 -11.722 21.224
O 21.744 -11.783 20.878
C 20.951 -11.675 22.020
H 21.235 -13.779 17.555
H 20.213 -15.313 17.616
H 21.428 -14.995 16.305
H 23.816 -15.381 16.680
H 24.157 -15.600 18.419
H 23.346 -12.945 17.258
H 24.894 -13.535 17.866
H 22.348 -13.170 19.216
H 23.946 -11.193 19.301
H 25.042 -12.235 20.212
H 23.425 -10.816 21.766
H 23.364 -12.460 21.998
H 20.944 -10.711 22.529
H 20.993 -12.547 22.673
H 19.984 -11.753 21.524
C 19.190 -14.577 15.018
O 19.016 -13.320 14.385
C 17.659 -13.042 14.148
C 17.597 -11.621 13.453
N 18.194 -11.665 12.152
C 18.261 -10.485 11.253
C 18.993 -9.312 11.767
O 18.526 -8.719 12.950
C 19.409 -7.786 13.607
H 18.565 -15.389 14.645
H 18.960 -14.584 16.083
H 20.252 -14.817 14.975
H 17.161 -12.960 15.113
H 17.164 -13.636 13.379
H 18.131 -10.796 13.924
H 16.535 -11.380 13.407
H 19.033 -12.222 12.217
H 17.233 -10.301 10.941
H 18.750 -10.714 10.306
H 19.010 -8.550 10.988
H 20.038 -9.553 11.964
H 19.334 -6.782 13.190
H 20.451 -8.076 13.471
H 18.986 -7.705 14.608
C 18.277 -21.782 14.738
O 17.949 -20.643 14.056
C 18.974 -19.757 13.793
C 18.584 -18.620 12.790
N 18.243 -19.152 11.510
C 17.621 -18.230 10.591
C 17.101 -18.880 9.382
O 16.315 -17.809 8.885
C 15.076 -18.150 8.255
H 18.481 -21.502 15.771
H 19.132 -22.299 14.302
H 17.436 -22.436 14.971
H 19.907 -20.181 13.421
H 19.145 -19.309 14.771
H 19.419 -18.036 12.405
H 17.796 -18.030 13.257
H 17.578 -19.903 11.631
H 18.342 -17.493 10.236
H 16.902 -17.669 11.188
H 16.475 -19.686 9.764
H 17.730 -19.301 8.598
H 15.174 -19.004 7.584
H 14.785 -17.344 7.582
H 14.223 -18.312 8.913
C 17.994 -14.508 18.171
C 18.497 -15.736 18.987
C 18.569 -15.632 20.479
O 19.331 -16.684 21.037
C 20.754 -16.744 20.934
N 17.590 -16.782 18.544
H 18.818 -13.805 18.295
H 17.148 -14.011 18.646
H 17.900 -14.655 17.095
H 19.540 -15.908 18.721
H 17.629 -15.700 21.026
H 18.954 -14.664 20.799
H 21.210 -15.757 21.004
H 20.830 -17.079 19.900
H 21.247 -17.533 21.503
H 17.974 -17.678 18.809
H 17.487 -16.813 17.539
C 21.825 -23.124 15.891
C 21.451 -21.607 15.607
C 21.975 -21.012 14.262
O 21.258 -19.790 13.847
C 21.997 -18.571 13.921
N 19.983 -21.358 15.734
H 22.860 -23.290 15.592
H 21.248 -23.940 15.457
H 21.801 -23.191 16.979
H 21.977 -20.973 16.322
H 21.770 -21.642 13.397
H 23.062 -20.930 14.271
H 21.242 -17.785 13.921
H 22.611 -18.389 13.039
H 22.536 -18.486 14.865
H 19.598 -22.014 15.070
H 19.794 -20.511 15.218
C 19.984 -17.996 17.835
C 20.067 -19.414 17.326
C 20.417 -20.526 18.403
O 21.772 -20.367 18.887
C 22.171 -21.047 20.029
N 18.890 -19.840 16.641
H 19.700 -17.293 17.052
H 21.011 -17.784 18.130
H 19.365 -17.978 18.732
H 20.830 -19.371 16.548
H 20.195 -21.539 18.067
H 19.807 -20.206 19.248
H 23.095 -20.614 20.411
H 22.336 -22.083 19.731
H 21.478 -20.920 20.860
H 18.395 -20.200 17.444
H 19.320 -20.584 16.109
C 19.817 -16.262 16.277
C 18.729 -16.869 15.246
C 19.385 -17.066 13.951
O 20.053 -15.854 13.711
C 21.440 -15.879 13.593
N 18.159 -18.108 15.818
H 20.578 -16.994 16.546
H 19.245 -15.973 17.159
H 20.312 -15.326 16.022
H 17.929 -16.142 15.110
H 18.607 -16.937 13.199
H 19.879 -18.009 13.718
H 21.984 -16.269 14.453
H 21.688 -14.855 13.311
H 21.739 -16.475 12.730
H 17.546 -18.615 15.196
H 18.718 -18.783 16.319
C 23.169 -17.272 10.382
C 21.884 -17.073 11.109
C 20.774 -16.698 10.163
O 20.967 -15.451 9.630
C 20.020 -14.928 8.754
N 21.547 -18.349 11.748
H 23.331 -16.481 9.650
H 23.267 -18.252 9.915
H 24.030 -17.325 11.048
H 21.983 -16.177 11.723
H 19.843 -16.653 10.729
H 20.659 -17.428 9.362
H 19.971 -15.567 7.873
H 20.400 -13.967 8.407
H 18.980 -14.851 9.073
H 22.337 -18.676 12.286
H 21.170 -19.079 11.160

These are the Löwdin partial charges, in e, on atoms 1 to 99: number 1, C, carries -0.131; number 2, O, carries -0.157; number 3, C, carries -0.174; number 4, C, carries -0.234; number 5, N, carries -0.063; number 6, C, carries -0.171; number 7, C, carries -0.175; number 8, O, carries -0.211; number 9, C, carries -0.139; number 10, H, carries 0.117; number 11, H, carries 0.033; number 12, H, carries 0.091; number 13, H, carries 0.117; number 14, H, carries 0.122; number 15, H, carries 0.114; number 16, H, carries 0.121; number 17, H, carries 0.089; number 18, H, carries 0.103; number 19, H, carries 0.111; number 20, H, carries 0.110; number 21, H, carries 0.105; number 22, H, carries 0.089; number 23, H, carries 0.091; number 24, H, carries 0.086; number 25, C, carries -0.211; number 26, O, carries -0.108; number 27, C, carries -0.184; number 28, C, carries -0.208; number 29, N, carries -0.072; number 30, C, carries -0.188; number 31, C, carries -0.266; number 32, O, carries -0.209; number 33, C, carries -0.077; number 34, H, carries 0.054; number 35, H, carries 0.074; number 36, H, carries 0.073; number 37, H, carries 0.121; number 38, H, carries 0.123; number 39, H, carries 0.102; number 40, H, carries 0.114; number 41, H, carries 0.102; number 42, H, carries 0.117; number 43, H, carries 0.115; number 44, H, carries 0.119; number 45, H, carries 0.118; number 46, H, carries 0.075; number 47, H, carries 0.083; number 48, H, carries 0.089; number 49, C, carries -0.124; number 50, O, carries -0.049; number 51, C, carries -0.201; number 52, C, carries -0.264; number 53, N, carries -0.032; number 54, C, carries -0.219; number 55, C, carries -0.210; number 56, O, carries -0.198; number 57, C, carries -0.099; number 58, H, carries 0.094; number 59, H, carries 0.142; number 60, H, carries 0.137; number 61, H, carries 0.103; number 62, H, carries 0.092; number 63, H, carries 0.086; number 64, H, carries 0.129; number 65, H, carries 0.105; number 66, H, carries 0.093; number 67, H, carries 0.139; number 68, H, carries 0.120; number 69, H, carries 0.133; number 70, H, carries 0.081; number 71, H, carries 0.081; number 72, H, carries 0.084; number 73, C, carries -0.018; number 74, C, carries -0.432; number 75, C, carries -0.176; number 76, O, carries -0.194; number 77, C, carries -0.066; number 78, N, carries 0.061; number 79, H, carries 0.085; number 80, H, carries 0.093; number 81, H, carries 0.062; number 82, H, carries 0.078; number 83, H, carries 0.132; number 84, H, carries 0.120; number 85, H, carries 0.090; number 86, H, carries 0.041; number 87, H, carries 0.090; number 88, H, carries 0.051; number 89, H, carries 0.052; number 90, C, carries -0.006; number 91, C, carries -0.269; number 92, C, carries -0.085; number 93, O, carries -0.251; number 94, C, carries -0.114; number 95, N, carries -0.065; number 96, H, carries 0.073; number 97, H, carries 0.075; number 98, H, carries 0.065; number 99, H, carries 0.117